C19H18ClF5N2O19 | wB97M-V/def2-TZVPD

Structure (ORCA input):
```
! wB97M-V def2-TZVPD RIJCOSX def2/J DEFGRID3
* xyz 0 1
O -0.452 -1.275 -0.206
C -0.689 -0.156 -0.315
N -0.891 1.084 -0.243
O -1.722 1.327 0.898
C -3.005 1.670 0.574
O -3.659 2.191 1.433
N -3.606 1.425 -0.662
C -4.949 0.834 -0.490
C -4.972 -0.406 0.411
O -5.630 -0.427 1.394
Cl -4.045 -1.863 -0.026
H -3.068 0.787 -1.242
H -5.617 1.564 -0.032
H -5.355 0.611 -1.482
O 4.484 -2.900 -2.107
C 3.801 -3.185 -1.185
O 3.433 -2.325 -0.202
C 2.501 -3.007 0.640
C 2.842 -4.450 0.386
F 1.742 -5.247 0.483
O 3.276 -4.432 -0.965
H 1.484 -2.756 0.332
H 2.634 -2.724 1.681
H 3.635 -4.847 1.021
O -1.102 2.916 -2.833
C 0.032 3.254 -2.770
O 0.825 3.088 -1.680
C 2.148 3.499 -2.047
C 1.881 4.427 -3.203
F 2.882 4.392 -4.115
O 0.710 3.871 -3.778
H 2.731 2.626 -2.345
H 2.647 3.993 -1.216
H 1.688 5.463 -2.917
O 5.280 -2.916 3.258
C 4.649 -2.502 4.171
O 5.174 -1.855 5.237
C 4.086 -1.397 6.047
C 2.981 -2.339 5.647
F 1.767 -1.740 5.706
O 3.292 -2.622 4.292
H 3.854 -0.361 5.794
H 4.333 -1.458 7.104
H 2.953 -3.271 6.216
O -2.230 8.318 0.293
C -2.530 7.172 0.309
O -1.720 6.172 0.739
C -2.483 4.957 0.735
C -3.560 5.279 -0.273
F -4.731 4.663 0.022
O -3.727 6.678 -0.113
H -2.887 4.777 1.731
H -1.875 4.106 0.443
H -3.289 5.059 -1.308
O -3.010 -3.620 -2.245
C -1.955 -4.047 -2.571
O -1.699 -5.355 -2.825
C -0.360 -5.445 -3.325
C 0.262 -4.191 -2.773
F 1.213 -3.696 -3.603
O -0.832 -3.290 -2.739
H -0.376 -5.449 -4.416
H 0.131 -6.350 -2.974
H 0.678 -4.299 -1.770
*
```

Properties
**HOMO-LUMO gap**: 10.02 eV
**Structure (SMILES)**: O=C=NOC(=O)NCC(=O)Cl.O=C1OC[C@@H](F)O1.O=C1OC[C@@H](F)O1.O=C1OC[C@@H](F)O1.O=C1OC[C@@H](F)O1.O=C1OC[C@@H](F)O1

C19H18F2O15PV2 | wB97M-V/def2-TZVPD

Structure (ORCA input):
```
! wB97M-V def2-TZVPD RIJCOSX def2/J DEFGRID3
* xyz -1 1
O 24.638 1.932 -21.039
V 25.688 1.043 -20.144
O 26.924 1.961 -19.810
O 23.725 -2.930 -15.953
V 24.920 -1.897 -15.674
O 24.836 -1.401 -14.199
C 25.665 -1.458 -19.139
O 26.751 -0.927 -19.458
O 24.761 -1.006 -19.806
O 25.596 -2.200 -18.164
O 24.425 1.429 -18.332
P 23.350 0.881 -17.376
O 23.550 -0.135 -16.219
F 22.211 0.044 -18.294
F 22.559 2.180 -16.731
C 31.429 -1.703 -20.366
C 32.573 -0.863 -20.723
C 32.531 0.549 -20.525
C 31.361 1.173 -20.255
C 30.289 0.420 -20.034
C 30.288 -0.990 -19.946
O 29.266 -1.763 -19.459
O 33.620 1.332 -20.583
H 31.396 -2.777 -20.473
H 33.418 -1.383 -21.148
H 31.227 2.233 -20.412
H 29.349 0.923 -19.859
H 28.484 -1.221 -19.584
H 33.503 2.285 -20.592
C 28.707 2.636 -16.602
C 28.177 1.348 -16.709
C 26.989 1.068 -16.129
C 26.263 2.078 -15.485
C 26.745 3.349 -15.428
C 27.990 3.697 -16.079
O 28.492 4.976 -16.027
O 26.528 -0.199 -16.102
H 29.663 2.973 -16.977
H 28.797 0.642 -17.242
H 25.399 1.846 -14.881
H 26.157 4.148 -15.003
H 27.823 5.632 -15.816
H 27.301 -0.637 -16.465
C 27.992 -0.300 -23.448
C 29.103 0.209 -24.079
C 29.340 1.559 -24.084
C 28.429 2.443 -23.544
C 27.242 1.967 -22.956
C 27.094 0.565 -22.867
O 25.987 0.051 -22.215
O 30.462 2.074 -24.667
H 27.726 -1.342 -23.538
H 29.786 -0.545 -24.442
H 28.692 3.490 -23.573
H 26.451 2.578 -22.549
H 26.042 -0.906 -22.149
H 30.974 1.364 -25.059
*
```

Properties
**HOMO-LUMO gap**: 6.23 eV

C19H18F3INOS | wB97M-V/def2-TZVPD

Structure (ORCA input):
```
! wB97M-V def2-TZVPD RIJCOSX def2/J DEFGRID3
* xyz -1 1
C -3.560 -2.280 4.551
C -3.541 -0.849 3.866
C -3.532 0.031 5.152
C -2.298 -0.687 2.917
C -1.668 0.495 2.642
I -1.884 2.253 3.713
C -0.493 0.501 1.700
C -0.260 -0.708 0.793
C -0.872 -1.938 1.337
C -1.936 -1.860 2.190
O -4.622 -0.585 3.222
S 0.054 1.562 0.439
C -4.230 1.844 0.672
F -4.714 2.480 1.753
F -4.286 2.690 -0.376
F -4.998 0.774 0.413
H -2.588 -2.566 4.967
H -4.291 -2.266 5.368
H -3.912 -3.061 3.877
H -2.632 -0.019 5.760
H -3.799 1.064 4.936
H -4.388 -0.301 5.750
H 0.392 0.889 2.252
H -0.752 -0.521 -0.189
H -0.519 -2.907 0.977
H -2.527 -2.752 2.392
C 1.952 -0.769 2.033
C 1.289 -0.752 0.630
C 1.682 -2.074 0.046
N 2.121 -3.081 -0.358
C 1.908 0.306 -0.281
C 2.704 1.369 0.246
C 3.501 2.130 -0.595
C 3.539 1.839 -1.967
C 2.744 0.821 -2.511
C 1.929 0.060 -1.669
H 2.024 0.184 2.557
H 1.386 -1.464 2.657
H 2.981 -1.146 1.969
H 2.575 1.662 1.291
H 4.040 2.986 -0.165
H 4.208 2.424 -2.600
H 2.742 0.645 -3.595
H 1.255 -0.691 -2.102
*
```

Properties
**HOMO-LUMO gap**: 3.20 eV
**Energy above the lowest of the compared OMol25 structures with the same formula, charge and spin**: 804.6 kJ/mol

C19H18N2O3S | wB97M-V/def2-TZVPD

Structure (ORCA input):
```
! wB97M-V def2-TZVPD RIJCOSX def2/J DEFGRID3
* xyz 0 1
C -6.601 -1.730 -0.569
O -5.106 -1.810 -0.510
C -4.444 -0.836 -0.283
C -3.184 -1.020 -0.192
C -2.286 0.021 0.014
C -0.847 0.005 0.326
S -0.245 -1.854 0.332
C 1.452 -1.727 0.040
N 1.876 -0.550 0.213
C 3.337 -0.543 0.029
C 3.709 1.056 0.049
C 2.983 2.205 0.150
C 3.492 3.370 0.307
C 4.629 3.469 -0.286
C 5.438 2.802 -0.844
C 4.904 1.288 -0.623
C 4.099 -1.514 0.059
C 3.724 -2.693 0.005
O 4.216 -3.790 0.191
N 2.168 -2.837 0.063
C -2.835 1.180 0.383
C -4.155 1.463 0.110
O -4.640 2.982 0.154
C -3.839 3.908 0.182
C -4.954 0.314 -0.331
H -6.900 -2.738 -0.824
H -7.014 -1.027 -1.282
H -7.214 -1.340 0.268
H -2.742 -2.108 -0.169
H -0.334 0.386 -0.599
H -0.429 0.041 1.145
H 2.023 1.656 0.836
H 2.825 4.176 0.748
H 4.918 4.655 -0.471
H 6.351 2.988 -1.340
H 5.626 0.506 -1.097
H 5.201 -1.243 -0.015
H 1.659 -3.649 0.372
H -2.080 2.042 0.402
H -4.540 4.778 0.625
H -3.139 4.075 -0.421
H -3.476 3.961 1.417
H -5.943 0.655 -0.132
*
```

Properties
**HOMO-LUMO gap**: 8.76 eV
**Energy above the lowest of the compared OMol25 structures with the same formula, charge and spin**: 1760.7 kJ/mol
**Structure (SMILES)**: COc1cc(CSc2nc(-c3ccccc3)cc(=O)[nH]2)cc(OC)c1

C19H18N4O2S5Zn | wB97M-V/def2-TZVPD

Structure (ORCA input):
```
! wB97M-V def2-TZVPD RIJCOSX def2/J DEFGRID3
* xyz -1 2
Zn -0.101 0.407 0.910
S 2.949 -0.532 -1.197
C 2.747 -0.855 0.452
N 1.759 -0.504 1.264
C 1.970 -0.919 2.578
C 1.121 -0.688 3.658
C 1.472 -1.175 4.904
C 2.653 -1.892 5.099
C 3.505 -2.129 4.034
C 3.153 -1.636 2.786
S 4.005 -1.770 1.281
H 0.204 -0.126 3.541
H 0.812 -0.989 5.741
H 2.905 -2.264 6.084
H 4.426 -2.684 4.164
S -1.801 2.767 0.829
C -0.068 2.523 1.043
O -3.002 -2.342 2.525
C -2.227 -1.556 2.075
N -1.471 -0.771 1.613
C -3.001 0.035 -1.392
S -1.484 -0.917 -1.467
O -0.415 0.085 -1.095
C -1.324 -1.040 -3.238
C -2.127 -1.940 -3.925
C -1.996 -2.047 -5.300
C -1.054 -1.275 -5.968
C -0.240 -0.401 -5.263
C -0.369 -0.276 -3.886
H -2.831 0.961 -1.939
H -3.164 0.251 -0.337
H -3.813 -0.555 -1.815
H -2.841 -2.555 -3.389
H -2.617 -2.742 -5.851
H -0.944 -1.369 -7.041
H 0.508 0.182 -5.786
H 0.270 0.372 -3.302
S 0.861 2.663 2.515
C 0.726 3.097 -0.039
N 1.756 2.540 -0.656
C 2.476 3.543 -1.432
C 1.354 4.554 -1.690
N 0.508 4.323 -0.526
H 2.213 1.710 -0.296
H 2.898 3.114 -2.338
H 3.274 3.983 -0.827
H 0.811 4.317 -2.612
H 1.712 5.580 -1.738
H -0.438 4.669 -0.427
*
```

Properties
**⟨S²⟩**: 0.755
**HOMO-LUMO gap (alpha / beta)**: 5.64 / 6.32 eV
**Energy above the lowest of the compared OMol25 structures with the same formula, charge and spin**: 0.0 kJ/mol

C19H18N5O11 | wB97M-V/def2-TZVPD

Structure (ORCA input):
```
! wB97M-V def2-TZVPD RIJCOSX def2/J DEFGRID3
* xyz -2 2
N 1.484 1.774 -0.556
O 1.471 0.673 -0.041
O 0.916 1.951 -1.586
O 1.944 2.781 -0.055
C 0.596 -2.169 -0.411
N -0.275 -2.934 0.533
O -0.172 -2.654 1.745
O -1.148 -3.658 0.018
H 0.611 -2.741 -1.339
H 1.513 -1.918 0.123
H 0.037 -1.278 -0.695
C -2.261 -1.712 -4.620
C -1.253 -1.938 -5.590
C -0.300 -0.928 -5.726
C -0.254 0.199 -4.833
C -1.215 0.336 -3.878
C -2.269 -0.635 -3.779
N 0.834 1.214 -5.085
O 1.826 0.913 -5.722
O 0.653 2.349 -4.729
H -2.968 -2.494 -4.386
H -1.210 -2.781 -6.264
H 0.420 -0.987 -6.529
H -1.253 1.229 -3.272
H -3.048 -0.579 -3.033
C -2.999 1.851 2.741
C -1.826 1.788 2.001
C -1.428 2.743 0.996
C -2.148 3.942 0.950
C -3.246 4.090 1.842
C -3.748 3.017 2.590
N -1.669 5.076 0.126
O -2.361 6.083 0.082
O -0.648 4.832 -0.547
H -3.259 1.101 3.474
H -1.201 0.908 2.044
H -0.588 2.514 0.357
H -3.826 4.999 1.794
H -4.650 3.136 3.172
C 3.567 -2.852 1.774
C 3.652 -3.566 2.959
C 3.014 -3.069 4.149
C 2.393 -1.848 4.240
C 2.560 -0.961 3.076
C 3.197 -1.515 1.952
N 1.590 -1.377 5.401
O 1.331 -0.199 5.426
O 1.661 -2.091 6.382
H 3.798 -3.297 0.818
H 3.926 -4.610 2.937
H 2.878 -3.753 4.973
H 2.125 0.024 2.992
H 3.226 -0.981 1.013
*
```

Properties
**⟨S²⟩**: 0.763
**HOMO-LUMO gap (alpha / beta)**: 2.60 / 6.33 eV
**Energy above the lowest of the compared OMol25 structures with the same formula, charge and spin**: 0.0 kJ/mol

C19H18NO4S4 | wB97M-V/def2-TZVPD

Structure (ORCA input):
```
! wB97M-V def2-TZVPD RIJCOSX def2/J DEFGRID3
* xyz -1 1
C -4.311 2.847 -2.480
C -4.469 1.317 -2.561
C -3.266 0.694 -1.805
N -2.460 1.831 -1.398
C -1.362 1.733 -0.577
S -1.234 0.441 0.539
S -0.260 2.991 -0.641
C -2.904 3.124 -1.890
H -4.409 3.338 -3.457
H -5.067 3.272 -1.806
H -5.411 0.988 -2.096
H -4.454 0.980 -3.604
H -3.583 0.088 -0.941
H -2.718 0.022 -2.496
H -2.219 3.523 -2.663
H -2.953 3.881 -1.083
C 4.739 1.535 3.659
C 4.286 1.200 2.380
C 3.488 0.072 2.216
C 3.093 -0.678 3.310
C 3.508 -0.338 4.595
C 4.355 0.761 4.762
S 1.893 -1.978 2.976
O 2.561 -3.261 2.924
O 0.765 -1.753 3.851
C 1.520 -1.407 1.332
C 0.242 -1.497 0.821
C -0.072 -1.997 -0.512
C 0.895 -2.076 -1.533
C 0.481 -2.109 -2.870
C -0.864 -2.321 -3.174
C -1.791 -2.535 -2.135
C -1.393 -2.387 -0.812
S 2.847 -0.488 0.634
O 2.347 0.659 -0.079
O 3.815 -1.386 0.036
H 5.382 2.408 3.792
H 4.540 1.805 1.515
H 3.163 -0.930 5.445
H 4.707 1.024 5.758
H -0.479 -1.746 1.603
H 1.965 -2.070 -1.302
H 1.228 -1.929 -3.653
H -1.195 -2.332 -4.213
H -2.836 -2.769 -2.360
H -2.109 -2.547 -0.009
*
```

Properties
**HOMO-LUMO gap**: 6.18 eV

C19H18NOPtS | wB97M-V/def2-TZVPD

Structure (ORCA input):
```
! wB97M-V def2-TZVPD RIJCOSX def2/J DEFGRID3
* xyz -1 3
C 0.680 -1.814 1.947
C -0.722 -2.318 1.817
C -1.036 -2.354 0.419
H -1.244 -2.928 2.560
C 0.096 -1.964 -0.357
C 1.184 -1.524 0.559
H 2.221 -1.732 0.286
H 1.344 -2.117 2.744
H -1.965 -2.727 -0.011
H 0.286 -2.370 -1.354
C -1.102 2.326 0.018
C -0.981 2.481 1.401
C 0.392 2.395 1.781
H -1.799 2.712 2.078
C 1.176 2.147 0.623
C 0.255 2.217 -0.549
H 0.596 2.574 -1.519
H -2.025 2.345 -0.553
H 0.793 2.580 2.770
H 2.264 2.229 0.553
Pt 0.502 0.175 -0.340
O -0.776 0.232 -1.897
C -1.240 -0.719 -2.844
C -0.206 -1.168 -3.804
H -1.702 -1.586 -2.351
H -1.981 -0.124 -3.402
H 0.195 -2.172 -3.681
H 1.225 -2.006 -5.886
C 0.884 -0.974 -5.995
C 0.178 -0.394 -4.889
C -0.185 0.997 -4.998
H -0.665 1.463 -4.131
C 0.051 1.701 -6.169
H -0.226 2.757 -6.234
C 0.642 1.067 -7.275
H 0.801 1.620 -8.204
C 1.064 -0.272 -7.177
H 1.543 -0.760 -8.031
S -0.450 -0.467 2.633
C -0.126 -0.723 4.280
N 0.059 -0.807 5.436
*
```

Properties
**⟨S²⟩**: 2.072
**HOMO-LUMO gap (alpha / beta)**: 5.86 / 5.82 eV
**Energy above the lowest of the compared OMol25 structures with the same formula, charge and spin**: 0.0 kJ/mol

Listing E for the structures above in their given order: -3233.41449; -4292.77950; -1859.97018; -1467.61205; -4874.73726; -1835.71300; -2683.24392; -1382.09274 hartree.